1.
Formula: C28H27AsBF4MoN3OSSe
Source: the Open Molecules 2025 dataset
Level of theory: ωB97M-V with the def2-TZVPD basis set

charge	+3
<S²>	0.791
spin multiplicity	2
energy relative to the best compared isomer or geometry (same formula, charge and spin)	24.9	kcal/mol
LUMO level (spin up / spin down)	-11.5416 / -11.2196	eV

Last column: natural (NBO) charge in e.
Geometry (Å):
Mo -0.70508 -0.73760 -0.21670  1.105
O 1.10812 -0.86286 0.33588  -0.472
N 1.73018 -1.50289 1.33116  0.010
C 3.06147 -1.33426 1.51980  0.048
C 3.62463 -1.93852 2.60570  -0.210
C 2.81965 -2.71235 3.45769  -0.075
C 1.48381 -2.91045 3.18175  -0.219
C 0.91596 -2.28363 2.07474  0.037
S -0.72306 -2.40162 1.56134  0.185
H 3.58308 -0.74305 0.78336  0.265
H 4.68257 -1.81483 2.78976  0.280
H 3.25667 -3.17158 4.33513  0.275
H 0.86070 -3.53632 3.80552  0.278
C 1.32897 4.82727 -3.48850  -0.147
C 1.19724 3.49380 -3.85239  -0.188
C 0.71257 2.57252 -2.93567  -0.220
C 0.37195 3.01697 -1.66436  -0.284
C 0.50795 4.34676 -1.27384  -0.238
C 0.99045 5.25240 -2.20606  -0.163
As -0.33587 1.87368 -0.34015  1.221
C -2.09702 2.38983 0.15742  -0.425
C -2.69958 1.75538 1.24831  -0.231
C -4.03618 1.98767 1.52261  -0.180
C -4.76435 2.85162 0.70687  -0.140
C -4.15351 3.50351 -0.35622  -0.193
C -2.81584 3.26756 -0.64559  -0.126
C 0.72288 2.19070 1.23095  -0.296
C 2.08170 1.87076 1.17143  -0.265
C 2.89394 2.11850 2.26287  -0.198
C 2.35241 2.67532 3.42102  -0.156
C 1.00911 3.01330 3.46919  -0.185
C 0.18532 2.77848 2.37159  -0.217
H 1.69703 5.54530 -4.20923  0.252
H 1.46757 3.17199 -4.84887  0.246
H 0.59763 1.53383 -3.22028  0.211
H 0.24494 4.67822 -0.27746  0.239
H 1.10645 6.29182 -1.92920  0.252
H -2.13022 1.10404 1.90621  0.207
H -4.50953 1.51098 2.37082  0.246
H -5.81650 3.01241 0.90151  0.252
H -4.71885 4.19576 -0.96577  0.252
H -2.34730 3.75979 -1.48815  0.229
H 2.51325 1.49583 0.24955  0.215
H 3.95522 1.90687 2.21297  0.234
H 2.99089 2.87736 4.27134  0.249
H 0.59446 3.46812 4.35893  0.251
H -0.84816 3.09165 2.40522  0.242
F -5.71818 -1.52100 0.64228  -0.461
B -4.59349 -2.12227 0.37268  1.484
F -2.48322 -0.49999 -0.64184  -0.452
F -4.43414 -2.85246 -0.71515  -0.495
F -3.57144 -2.04778 1.22864  -0.519
C -2.04825 -4.72877 -2.13443  -0.413
N -0.57883 -4.66029 -1.95150  -0.292
C 0.21579 -5.74831 -1.68370  -0.010
C 1.49310 -5.30252 -1.60837  -0.035
N 1.46024 -3.94520 -1.83080  -0.302
C 2.66206 -3.10016 -1.91871  -0.416
C 0.18778 -3.56814 -2.02252  0.211
Se -0.43762 -1.83842 -2.44041  0.245
H -2.29597 -5.73882 -2.44471  0.256
H -2.35417 -4.02592 -2.90179  0.245
H -2.54516 -4.49923 -1.19672  0.238
H -0.18429 -6.74407 -1.59230  0.275
H 2.41059 -5.83717 -1.42803  0.271
H 3.17833 -3.30247 -2.85417  0.259
H 3.32201 -3.34124 -1.08911  0.231
H 2.36717 -2.05581 -1.89155  0.227

***

2.
Formula: C28H27AsO7PRhS2
Source: the Open Molecules 2025 dataset
Level of theory: ωB97M-V with the def2-TZVPD basis set

energy relative to the best compared isomer or geometry (same formula, charge and spin)	38.8	kcal/mol
LUMO level	-0.0475	eV

Last column: natural (NBO) charge in e.
Geometry (Å):
Rh 0.90119 1.32402 0.30915  0.002
O 0.65100 -0.99171 3.48861  -0.541
C 0.20340 -1.00106 2.38405  0.813
C 0.53212 -2.07950 1.37980  -0.181
C 0.75622 -3.30775 1.99784  -0.159
C 1.09349 -4.43501 1.26915  -0.206
C 1.22885 -4.33689 -0.10482  -0.186
C 1.01623 -3.11512 -0.73033  -0.228
C 0.66095 -1.97432 -0.01440  -0.240
P 0.41076 -0.37180 -0.89282  1.157
C 0.93779 -0.70012 -2.61525  -0.370
C 2.16420 -0.20672 -3.04695  -0.193
C 2.60637 -0.43671 -4.34285  -0.201
C 1.81350 -1.15452 -5.22510  -0.195
C 0.57595 -1.63227 -4.81281  -0.213
C 0.13863 -1.40485 -3.51658  -0.192
C -1.40281 -0.32441 -1.11580  -0.396
C -2.26296 -1.29775 -0.61540  -0.153
C -3.63803 -1.15490 -0.75052  -0.222
C -4.16128 -0.03890 -1.38482  -0.204
C -3.30857 0.93411 -1.89211  -0.211
C -1.93591 0.79366 -1.75881  -0.180
H 0.66252 -3.35357 3.07485  0.241
H 1.25795 -5.37794 1.77303  0.223
H 1.50068 -5.20521 -0.69074  0.221
H 1.13987 -3.04608 -1.80209  0.230
H 2.75133 0.39075 -2.36134  0.223
H 3.56105 -0.04390 -4.66846  0.216
H 2.15178 -1.33062 -6.23817  0.217
H -0.05308 -2.17755 -5.50467  0.218
H -0.82945 -1.77494 -3.20174  0.226
H -1.86504 -2.16880 -0.11119  0.208
H -4.29986 -1.91479 -0.35402  0.214
H -5.23354 0.07594 -1.48273  0.214
H -3.71299 1.80991 -2.38348  0.218
H -1.27491 1.56669 -2.13135  0.239
O -2.33933 -0.33789 3.89573  -0.919
S -1.56331 0.66612 3.23892  2.393
O -0.68844 1.50131 3.97894  -0.869
O -0.78532 -0.10724 2.02392  -0.734
C -2.62540 1.65673 2.23241  -0.389
C -3.96192 1.27181 2.28640  -0.163
C -4.93668 2.03313 1.66778  -0.204
C -4.57734 3.19016 1.00439  -0.182
C -3.24731 3.57129 0.93926  -0.201
C -2.24689 2.81567 1.54342  -0.196
S -0.61513 3.44742 1.08372  2.383
O 0.48640 2.80708 1.83860  -0.966
O -0.70491 4.86408 1.24190  -0.928
O -0.52231 2.94397 -0.31326  -0.982
H -4.21659 0.37697 2.83523  0.253
H -5.97271 1.72537 1.72010  0.222
H -5.33134 3.80362 0.52841  0.222
H -2.96349 4.47017 0.41002  0.248
C 3.88657 2.38956 1.49195  -0.961
As 3.10379 0.70478 0.94481  1.155
C 3.56913 -0.42927 2.44561  -0.961
C 4.43696 0.06228 -0.31011  -0.959
H 4.92082 2.26872 1.81340  0.222
H 3.28355 2.78150 2.30987  0.256
H 3.83189 3.08622 0.65725  0.241
H 4.64305 -0.37277 2.62160  0.222
H 3.28965 -1.46012 2.23174  0.235
H 3.02714 -0.09615 3.32525  0.257
H 5.40388 0.06008 0.19266  0.228
H 4.48634 0.71782 -1.17713  0.231
H 4.19181 -0.94983 -0.62993  0.236

***

3.
Formula: C28H27AuN5S2
Source: the Open Molecules 2025 dataset
Level of theory: ωB97M-V with the def2-TZVPD basis set

charge	+1
energy relative to the best compared isomer or geometry (same formula, charge and spin)	6.1	kcal/mol
LUMO level	-4.3603	eV

Last column: natural (NBO) charge in e.
Geometry (Å):
Au 0.19483 -0.36057 -0.20855  1.052
C -2.26787 -2.23640 -1.56766  -0.417
N -1.68252 -0.93886 -1.91994  -0.541
C -2.58498 0.18175 -1.75322  -0.227
C -2.89488 0.46657 -0.27966  -0.236
N -1.72860 0.56086 0.67403  -0.515
C -1.40110 1.98178 0.96037  -0.414
C -2.08153 -0.15230 1.90715  0.169
C -3.11958 0.32307 2.70386  -0.241
C -3.51473 -0.37998 3.82663  -0.207
C -2.88121 -1.57736 4.14558  -0.178
C -1.86048 -2.05906 3.34978  -0.203
C -1.44213 -1.33644 2.22988  -0.232
S -0.05843 -1.96681 1.33315  -0.021
C -0.87731 -0.95838 -3.10194  0.224
C -1.33989 -0.45801 -4.30995  -0.265
C -0.50684 -0.39422 -5.42025  -0.185
C 0.80376 -0.83300 -5.33027  -0.206
C 1.28596 -1.31644 -4.12236  -0.200
C 0.46188 -1.39380 -3.00322  -0.262
S 1.16982 -2.00920 -1.49854  0.006
H -3.13066 -2.46655 -2.20378  0.191
H -2.57990 -2.23925 -0.52279  0.205
H -1.51580 -3.01290 -1.68512  0.234
H -3.54922 0.03798 -2.26170  0.204
H -2.13125 1.06157 -2.20742  0.199
H -3.56197 -0.29772 0.11008  0.228
H -3.44261 1.41161 -0.23500  0.216
H -2.26143 2.51395 1.37088  0.201
H -1.09768 2.47265 0.03563  0.204
H -0.57988 2.02362 1.67283  0.228
H -3.63259 1.23863 2.43698  0.218
H -4.32166 -0.00604 4.44126  0.231
H -3.19012 -2.14138 5.01531  0.232
H -1.37128 -2.99377 3.59337  0.233
H -2.36381 -0.11390 -4.38883  0.222
H -0.88505 0.00240 -6.35296  0.230
H 1.45831 -0.77536 -6.18931  0.232
H 2.32126 -1.62221 -4.03448  0.230
N 4.67412 3.00430 -4.73332  -0.524
C 4.95189 3.55805 -5.96860  0.103
C 6.14714 3.93752 -6.57793  -0.241
C 6.04315 4.46316 -7.84645  -0.185
C 4.79855 4.60936 -8.49224  -0.216
C 3.62507 4.23291 -7.88136  -0.207
C 3.70914 3.69956 -6.59182  0.135
N 2.69927 3.25457 -5.75232  -0.437
C 3.31392 2.85806 -4.67386  0.319
C 2.60819 2.28722 -3.52277  0.011
C 1.22968 2.46279 -3.42546  -0.213
C 0.55540 1.86517 -2.38930  0.067
N 1.16247 1.10695 -1.46115  -0.560
C 2.49577 0.97563 -1.52744  0.060
C 3.24615 1.55231 -2.53066  -0.198
H 5.33490 2.82619 -3.99875  0.421
H 7.10563 3.82856 -6.08868  0.225
H 6.94099 4.77351 -8.36394  0.225
H 4.77264 5.02860 -9.48876  0.225
H 2.66662 4.34540 -8.36945  0.229
H 0.70381 3.04264 -4.17003  0.266
H -0.51093 1.99099 -2.28806  0.202
H 2.95951 0.36632 -0.76576  0.231
H 4.31300 1.37710 -2.54111  0.224

***

4.
Formula: C28H27BN13Os
Source: the Open Molecules 2025 dataset
Level of theory: ωB97M-V with the def2-TZVPD basis set

charge	+4
<S²>	8.803
spin multiplicity	6
LUMO level (spin up / spin down)	-10.2909 / -13.9950	eV

Last column: natural (NBO) charge in e.
Geometry (Å):
Os 0.34359 -0.16929 -0.37603  1.451
C -2.35695 -0.56056 -3.63701  -0.289
C -1.24304 0.03905 -3.06277  0.033
N -1.12393 -0.40232 -1.78350  -0.387
N -2.17448 -1.28842 -1.52124  -0.345
C -2.90096 -1.34428 -2.65262  0.079
B -2.03931 -2.20609 -0.27034  0.944
N -0.84935 -3.12209 -0.48531  -0.379
C -0.67204 -4.28207 -1.13511  0.022
C 0.67483 -4.43217 -1.43148  -0.274
C 1.26497 -3.25464 -0.99545  0.002
N 0.32362 -2.47325 -0.38101  -0.379
N -2.00781 -1.35031 1.00251  -0.360
C -2.71620 -1.34612 2.13779  0.071
C -2.19754 -0.43827 2.99454  -0.293
C -1.11836 0.10882 2.31924  0.053
N -0.99200 -0.42923 1.11356  -0.342
N -3.38755 -3.10726 -0.13364  -0.365
C -3.52428 -4.39693 0.30636  0.239
C -4.92507 -4.60989 0.28113  -0.193
C -5.53500 -3.42089 -0.00925  -0.032
N -4.54162 -2.50804 -0.29049  0.009
H -2.74170 -0.41794 -4.63845  0.286
H -0.49352 0.68050 -3.55472  0.221
H -3.80634 -1.94063 -2.65281  0.253
H -1.49095 -4.97225 -1.29068  0.239
H 1.18325 -5.24899 -1.89058  0.283
H 2.30141 -2.93909 -0.93756  0.237
H -3.57405 -1.97459 2.16957  0.240
H -2.60740 -0.24917 3.96969  0.288
H -0.45542 0.89349 2.59628  0.245
H -2.67369 -4.97501 0.59220  0.263
H -5.36031 -5.60505 0.43573  0.299
H -6.52763 -3.07551 -0.04775  0.281
C 3.23558 1.04610 -0.83330  -0.298
N 2.01261 0.77127 -1.69296  -0.632
C 1.81341 2.03345 -2.59360  -0.284
C 1.27070 3.22808 -1.89472  0.472
N 0.73297 3.24183 -0.68080  -0.473
C 0.52320 4.54707 -0.45383  0.237
C -0.00675 5.15154 0.73720  -0.149
C -0.18259 6.50996 0.75473  -0.187
C 0.21938 7.28341 -0.38219  0.060
C 0.73729 6.72450 -1.55227  -0.219
C 0.89411 5.37335 -1.57956  0.212
N 1.42678 4.45700 -2.46735  -0.528
C 3.10291 0.38360 0.46096  0.442
N 1.93439 -0.21540 0.82583  -0.551
C 2.20175 -0.81090 2.05429  0.051
C 1.33097 -1.64311 2.80526  -0.167
C 1.80697 -2.12123 4.00969  -0.184
C 3.10262 -1.77922 4.41780  -0.145
C 3.95477 -0.97695 3.68720  -0.223
C 3.51560 -0.50120 2.49099  0.179
N 4.04013 0.24143 1.41178  -0.474
H 3.34034 2.14221 -0.64134  0.255
H 4.19562 0.70882 -1.24908  0.271
H 2.25305 0.02721 -2.37952  0.434
H 1.17250 1.76086 -3.45138  0.263
H 2.77368 2.43470 -3.03688  0.266
H -0.38157 4.54709 1.53871  0.254
H -0.70710 7.11211 1.51351  0.283
H -0.01252 8.34849 -0.31679  0.270
H 0.88940 7.26475 -2.48643  0.277
H 1.69246 4.63717 -3.39761  0.456
H 0.39875 -1.98545 2.43013  0.206
H 1.18225 -2.76323 4.60099  0.250
H 3.54047 -2.15509 5.34064  0.263
H 4.97352 -0.86200 3.97004  0.259
H 4.96720 0.65627 1.29904  0.460

***

| no. | E_tot (a.u.) |
| --- | --- |
| 1 | -6849.79091 |
| 2 | -5093.93024 |
| 3 | -2288.83845 |
| 4 | -1909.12125 |